Entry 1:
Molecular formula: H2NO3S2
Method: DFT, ωB97M-V/def2-TZVPD

Values from the calculation:
- HOMO-LUMO gap (spin up / spin down) (Ha) = 0.2649 / 0.2650
- energy (Eh) = -1078.07807
- charge = -1
- molar mass (g mol⁻¹) = 128.15

```
8
Properties=species:S:1:pos:R:3:forces:R:3
N 1.10472 -1.65185 -0.12612 0.95 0.46 2.77
O -1.64857 0.30835 -0.69398 0.68 -0.19 0.28
O -1.00124 1.20150 1.49962 -0.18 -0.48 1.16
O -0.49388 2.45644 -0.49406 0.25 0.60 -0.56
S 1.83091 -0.05808 0.03076 -2.26 0.24 -0.58
S -0.79321 1.18393 0.08888 1.17 -0.38 -0.83
H 0.41519 -1.64283 0.62875 0.28 -0.46 -0.22
H 0.58608 -1.79747 -0.93386 -0.87 0.21 -2.02
```
Forces are in eV/Å.



Entry 2:
Molecular formula: H2NO4P
Method: DFT, ωB97M-V/def2-TZVPD

Values from the calculation:
- HOMO-LUMO gap (spin up / spin down) (Ha) = 0.2073 / 0.2264
- energy (Eh) = -698.13627
- charge = -2
- molar mass (g mol⁻¹) = 110.99

```
8
Properties=species:S:1:pos:R:3:forces:R:3
N 2.09404 -1.05514 0.68993 0.37 -0.94 -0.59
O -0.07073 2.15312 -0.26509 0.65 0.49 0.93
O 0.04828 0.03721 -1.64367 0.71 -0.42 1.15
O -3.34461 -0.36935 0.63328 3.13 0.64 -0.65
O 1.45785 0.09038 0.76612 -0.42 1.18 -0.36
P 0.04445 0.67104 -0.26563 -0.57 -0.72 -1.75
H 2.09923 -1.38020 -0.31044 -0.36 0.55 0.47
H -2.32850 -0.14705 0.39549 -3.50 -0.78 0.80
```
Forces are in eV/Å.



What did the second record say?
Molecular formula: H2NO4P
Method: DFT, ωB97M-V/def2-TZVPD

Values from the calculation:
- HOMO-LUMO gap (spin up / spin down) (Ha) = 0.2073 / 0.2264
- energy (Eh) = -698.13627
- charge = -2
- molar mass (g mol⁻¹) = 110.99

```
8
Properties=species:S:1:pos:R:3:forces:R:3
N 2.09404 -1.05514 0.68993 0.37 -0.94 -0.59
O -0.07073 2.15312 -0.26509 0.65 0.49 0.93
O 0.04828 0.03721 -1.64367 0.71 -0.42 1.15
O -3.34461 -0.36935 0.63328 3.13 0.64 -0.65
O 1.45785 0.09038 0.76612 -0.42 1.18 -0.36
P 0.04445 0.67104 -0.26563 -0.57 -0.72 -1.75
H 2.09923 -1.38020 -0.31044 -0.36 0.55 0.47
H -2.32850 -0.14705 0.39549 -3.50 -0.78 0.80
```
Forces are in eV/Å.